Record 1
Below is a molecular structure, C48H60BeF9N6O6 at a distorted geometry, with properties calculated with ωB97M-V/def2-TZVPD.

Structure (XYZ):
```
130
Properties=species:S:1:pos:R:3:lowdin_charge:R:1
Be -4.674 1.030 -1.554 0.52
C -1.836 -0.154 -1.385 -0.50
O -2.849 -0.578 -2.342 -0.24
O -2.288 0.973 -0.873 -0.28
C -1.535 -1.386 -0.448 -0.53
F -0.334 -1.918 -0.741 0.13
F -1.501 -1.093 0.867 0.10
F -2.446 -2.363 -0.594 0.13
C -2.470 -1.399 -3.429 -0.27
C -3.656 -1.374 -4.370 -0.07
H -4.098 -0.375 -4.462 0.07
H -3.479 -1.679 -5.400 0.08
H -4.504 -1.925 -3.959 0.07
H -2.269 -2.449 -3.183 0.11
H -1.558 -1.061 -3.939 0.13
H -0.928 -0.006 -2.005 0.14
C -5.573 -5.947 -5.316 -0.42
O -4.249 -5.653 -4.941 -0.04
O -5.945 -7.092 -4.865 0.20
C -6.505 -4.750 -4.930 -0.55
F -6.671 -4.630 -3.606 0.17
F -5.991 -3.622 -5.418 0.17
F -7.732 -4.948 -5.399 0.19
C -3.327 -5.361 -6.003 -0.23
C -1.970 -5.159 -5.383 -0.06
H -1.305 -4.793 -6.165 0.09
H -1.959 -4.450 -4.555 0.06
H -1.615 -6.085 -4.926 0.09
H -3.620 -4.378 -6.408 0.12
H -3.412 -6.065 -6.830 0.14
H -5.587 -6.023 -6.437 0.23
C 4.511 -0.375 3.453 -0.51
O 3.065 -0.169 3.412 -0.10
O 4.942 -0.549 4.638 -0.01
C 5.027 -1.414 2.394 -0.50
F 5.564 -0.798 1.302 0.08
F 6.045 -2.161 2.857 0.13
F 4.111 -2.301 1.939 0.11
C 2.440 0.307 2.243 -0.29
C 0.962 -0.013 2.492 -0.09
H 0.746 0.206 3.539 0.08
H 0.277 0.572 1.872 0.06
H 0.704 -1.059 2.322 0.06
H 2.744 -0.185 1.313 0.10
H 2.531 1.391 2.114 0.11
H 4.811 0.657 3.117 0.16
C -4.927 3.946 5.922 0.04
N -4.787 2.535 5.500 -0.07
C -4.492 2.293 4.211 0.02
C -4.383 0.997 3.771 0.06
C -4.484 -0.089 4.638 -0.11
C -4.807 0.236 5.960 0.07
C -4.991 1.538 6.367 0.04
C -4.435 -1.479 4.148 -0.12
C -3.385 -1.892 3.333 0.05
C -3.396 -3.121 2.714 0.02
N -4.411 -3.983 2.909 -0.06
C -5.412 -3.628 3.726 0.02
C -5.492 -2.373 4.294 0.07
C -4.322 -5.359 2.334 0.07
H -5.579 4.514 5.267 0.11
H -3.901 4.310 5.976 0.12
H -5.305 4.068 6.935 0.11
H -4.452 3.122 3.522 0.15
H -4.269 0.852 2.701 0.14
H -5.038 -0.591 6.621 0.15
H -5.219 1.763 7.399 0.16
H -2.496 -1.295 3.181 0.13
H -2.537 -3.494 2.176 0.15
H -6.200 -4.355 3.868 0.16
H -6.428 -2.200 4.809 0.15
H -3.633 -5.349 1.498 0.11
H -5.340 -5.580 2.021 0.11
H -4.002 -6.032 3.125 0.12
C 12.731 -1.586 -0.187 0.05
N 11.341 -2.090 -0.103 -0.07
C 11.106 -3.399 -0.306 0.03
C 9.819 -3.896 -0.247 0.06
C 8.787 -3.062 0.164 -0.12
C 9.052 -1.715 0.407 0.07
C 10.329 -1.256 0.171 0.03
C 7.387 -3.564 0.164 -0.12
C 7.056 -4.796 0.705 0.05
C 5.820 -5.373 0.567 0.04
N 4.868 -4.678 -0.082 -0.07
C 5.146 -3.473 -0.625 0.00
C 6.376 -2.882 -0.525 0.04
C 3.496 -5.205 -0.175 0.04
H 13.133 -1.746 -1.182 0.12
H 13.341 -2.268 0.419 0.12
H 12.849 -0.691 0.414 0.12
H 11.960 -3.974 -0.635 0.16
H 9.710 -4.960 -0.407 0.14
H 8.268 -1.015 0.662 0.14
H 10.541 -0.198 0.240 0.16
H 7.864 -5.220 1.290 0.15
H 5.477 -6.294 1.015 0.16
H 4.331 -3.055 -1.196 0.15
H 6.461 -1.907 -0.982 0.14
H 3.531 -6.058 -0.854 0.12
H 2.699 -4.495 -0.345 0.11
H 3.340 -5.698 0.787 0.11
C -2.712 12.209 0.370 0.08
N -2.214 10.870 -0.108 -0.07
C -1.867 9.914 0.756 0.02
C -1.418 8.680 0.330 0.05
C -1.413 8.400 -1.033 -0.12
C -1.803 9.416 -1.907 0.06
C -2.225 10.634 -1.434 0.04
C -1.207 7.023 -1.573 -0.12
C -1.929 5.935 -1.096 0.06
C -1.699 4.661 -1.612 0.04
N -0.787 4.524 -2.579 -0.07
C -0.014 5.543 -3.014 0.03
C -0.275 6.817 -2.587 0.06
C -0.539 3.205 -3.212 0.05
H -3.209 12.092 1.326 0.11
H -3.313 12.630 -0.426 0.11
H -1.804 12.799 0.491 0.12
H -2.023 10.191 1.790 0.16
H -1.033 8.022 1.096 0.14
H -1.805 9.266 -2.978 0.15
H -2.553 11.459 -2.048 0.16
H -2.658 6.084 -0.313 0.14
H -2.362 3.831 -1.395 0.14
H 0.733 5.264 -3.742 0.16
H 0.284 7.614 -3.062 0.15
H -0.553 3.399 -4.282 0.11
H -1.324 2.512 -2.915 0.09
H 0.435 2.809 -2.932 0.12
```

Output
- calculated total energy (eV) = -96775.9483
- E_HOMO (eV) = -13.84
- total charge = +5
- M (g/mol) = 997.04
- gap between HOMO and LUMO (eV) = 1.05

=====

Record 2
Below is a molecular structure, C48H60BrIN4S3TeTl at a distorted geometry, with properties calculated with ωB97M-V/def2-TZVPD.

Structure (XYZ):
```
119
Properties=species:S:1:pos:R:3:lowdin_charge:R:1
Tl -0.709 -0.261 -0.134 0.36
C -6.167 1.836 -0.063 -0.08
C -5.934 1.466 -1.536 -0.19
C -4.755 0.557 -1.677 -0.13
C -4.737 -0.795 -1.832 -0.13
C -5.896 -1.738 -1.899 -0.19
C -6.202 -2.310 -0.507 -0.08
C -3.340 -1.199 -1.763 -0.26
N -2.559 -0.111 -1.579 0.03
C -3.369 0.970 -1.522 -0.24
C -2.928 2.280 -1.349 0.05
C -1.617 2.710 -1.154 -0.25
C -1.167 4.085 -1.239 -0.15
C -2.043 5.283 -1.431 -0.20
C -2.149 5.723 -2.896 -0.08
C 0.190 4.057 -1.121 -0.18
C 0.561 2.669 -0.928 -0.25
C 1.870 2.213 -0.802 0.00
C 2.321 0.897 -0.788 -0.25
N 1.522 -0.199 -0.801 0.05
C 2.318 -1.290 -0.928 -0.25
C 1.881 -2.599 -1.113 0.02
C 0.579 -3.022 -1.359 -0.25
N -0.497 -2.207 -1.426 0.04
C -1.581 -2.980 -1.676 -0.24
C -2.884 -2.514 -1.831 0.04
C -1.176 -4.375 -1.758 -0.13
C 0.170 -4.401 -1.567 -0.13
C 1.093 -5.578 -1.589 -0.20
C 1.780 -5.733 -2.952 -0.09
C -2.117 -5.538 -1.815 -0.19
C -2.667 -5.806 -0.405 -0.07
C 3.707 -0.876 -0.944 -0.13
C 3.708 0.485 -0.867 -0.13
C 4.903 1.388 -0.871 -0.19
C 5.526 1.506 0.525 -0.08
C 4.878 -1.791 -1.124 -0.19
C 5.035 -2.233 -2.585 -0.09
N -0.551 1.898 -0.941 0.05
C 1.150 5.196 -1.253 -0.22
C 1.805 5.235 -2.640 -0.08
H -7.001 2.532 0.046 0.07
H -5.270 2.291 0.358 0.07
H -6.381 0.940 0.521 0.07
H -5.774 2.379 -2.117 0.10
H -6.829 0.982 -1.935 0.10
H -5.674 -2.558 -2.586 0.10
H -6.776 -1.217 -2.284 0.10
H -5.302 -2.757 -0.081 0.07
H -6.988 -3.066 -0.552 0.07
H -6.520 -1.514 0.167 0.07
H -3.682 3.054 -1.424 0.10
H -1.646 6.111 -0.837 0.10
H -3.044 5.067 -1.052 0.10
H -1.174 6.026 -3.276 0.06
H -2.835 6.567 -2.995 0.07
H -2.514 4.901 -3.514 0.08
H 2.635 2.980 -0.794 0.09
H 2.648 -3.364 -1.111 0.10
H -3.640 -3.268 -2.016 0.10
H 0.537 -6.490 -1.357 0.10
H 1.853 -5.469 -0.812 0.09
H 1.043 -5.928 -3.732 0.07
H 2.496 -6.558 -2.937 0.07
H 2.312 -4.819 -3.217 0.06
H -1.595 -6.424 -2.182 0.10
H -2.941 -5.335 -2.503 0.10
H -1.848 -6.056 0.270 0.07
H -3.388 -6.626 -0.400 0.07
H -3.148 -4.908 -0.016 0.07
H 4.614 2.379 -1.226 0.10
H 5.649 0.998 -1.569 0.11
H 4.776 1.830 1.249 0.06
H 6.351 2.222 0.532 0.07
H 5.905 0.536 0.850 0.07
H 4.757 -2.674 -0.490 0.11
H 5.791 -1.285 -0.803 0.10
H 4.155 -2.785 -2.912 0.06
H 5.914 -2.870 -2.707 0.07
H 5.141 -1.363 -3.235 0.07
H 1.932 5.114 -0.491 0.09
H 0.620 6.134 -1.071 0.10
H 2.363 4.317 -2.827 0.07
H 2.489 6.083 -2.723 0.07
H 1.049 5.323 -3.420 0.06
C -1.075 4.961 3.193 -0.52
C -2.257 4.101 2.768 -0.54
S -1.878 2.360 2.392 0.74
C -1.134 1.846 3.971 -0.54
C 0.410 1.829 4.052 -0.48
S 1.269 1.750 2.440 0.82
C 2.336 3.222 2.480 -0.53
C 1.725 4.560 2.878 -0.51
S 0.249 5.080 1.937 0.91
H -0.624 4.581 4.108 0.06
H -1.418 5.982 3.382 0.06
H -2.694 4.487 1.845 0.06
H -3.021 4.124 3.550 0.07
H -1.506 0.834 4.108 0.00
H -1.554 2.493 4.745 0.07
H 0.723 0.943 4.604 0.06
H 0.791 2.706 4.574 0.05
H 2.689 3.277 1.448 0.04
H 3.195 3.022 3.126 0.07
H 2.473 5.336 2.705 0.06
H 1.459 4.594 3.934 0.06
Te -2.014 -1.172 1.872 0.15
Br 1.110 -6.181 2.420 0.68
C 2.493 -5.244 3.337 -0.73
C 3.405 -6.000 4.057 -0.16
C 4.449 -5.369 4.716 -0.11
C 4.583 -3.992 4.630 -0.11
C 3.654 -3.248 3.919 -0.16
C 2.584 -3.857 3.271 -0.68
I 0.962 -2.658 2.503 0.83
H 3.293 -7.075 4.105 0.09
H 5.150 -5.959 5.292 0.10
H 5.408 -3.492 5.123 0.10
H 3.751 -2.171 3.864 0.09
```

Output
- calculated total energy (eV) = -179349.3973
- E_HOMO (eV) = -3.70
- total charge = -1
- M (g/mol) = 1328.03
- gap between HOMO and LUMO (eV) = 5.50
- relative energy (zero: lowest compared OMol25 entry of this formula, charge and spin) (kcal/mol) = 0.00

=====

Question: Which of these has the lowest calculated total energy?
Answer: C48H60BrIN4S3TeTl

=====

Question: Which of these has the highest M?
Answer: C48H60BrIN4S3TeTl

=====

Question: Number 2 is which compound?
Answer: C48H60BrIN4S3TeTl